# 1
Here is C21H29N5OS in the gas phase from OMol25. Energies are from the ωB97M-V functional and the def2-TZVPD basis.

```
57
Properties=species:S:1:pos:R:3:lowdin_charge:R:1
S 0.237 -2.506 -0.202 0.981
O -0.322 0.249 -2.254 0.041
N 1.357 -0.203 0.625 0.044
N -0.806 -0.224 1.013 0.063
N -2.503 2.945 3.613 0.066
N 1.884 -0.182 -2.129 -0.052
N 1.031 0.973 1.156 0.101
C 0.291 -2.029 -1.984 -0.321
C -2.282 4.164 3.152 -0.147
C -4.250 -1.240 -0.186 -0.189
C 0.597 -0.547 -2.130 -0.548
C -2.749 -1.001 -0.307 -0.150
C -2.427 -1.739 2.064 -0.145
C 0.266 -0.911 0.521 -0.610
C -0.259 0.967 1.399 -0.246
C 3.548 1.391 -2.940 -0.163
C 4.657 0.822 -2.047 -0.164
C 3.003 -1.060 -1.850 -0.141
C 4.115 -0.289 -1.138 -0.368
C -0.964 2.088 1.998 -0.132
C -4.521 -2.356 0.820 -0.202
C 5.225 -1.241 -0.706 -0.065
C -3.924 -2.014 2.183 -0.192
C 2.192 1.232 -2.271 -0.144
C -2.201 -0.604 1.064 -0.276
C -1.385 4.438 2.129 -0.050
C -1.856 1.937 3.061 -0.100
C -0.716 3.381 1.540 -0.001
H 6.024 -0.687 -0.219 0.080
H 4.843 -1.978 -0.005 0.078
H -4.422 -1.130 2.587 0.116
H 3.526 0.865 -3.897 0.115
H -4.077 -3.285 0.455 0.116
H -0.701 -2.215 -2.396 0.079
H 1.023 -2.671 -2.468 0.074
H -1.220 5.452 1.799 0.103
H -2.276 -1.926 -0.636 0.078
H 3.384 -1.491 -2.787 0.139
H -2.044 0.969 3.507 0.114
H 2.189 1.709 -1.285 0.122
H -2.015 -1.469 3.040 0.115
H -4.745 -0.322 0.141 0.117
H 5.080 1.612 -1.426 0.116
H 1.394 1.679 -2.870 0.124
H -4.089 -2.838 2.879 0.112
H -4.658 -1.510 -1.161 0.112
H 5.643 -1.763 -1.565 0.079
H -2.845 4.953 3.633 0.104
H 3.667 0.151 -0.244 0.122
H -0.013 3.531 0.735 0.117
H 2.682 -1.869 -1.194 0.091
H -2.743 0.287 1.402 0.142
H -5.596 -2.515 0.920 0.109
H 5.461 0.428 -2.672 0.111
H -1.908 -2.635 1.717 0.099
H 3.727 2.446 -3.148 0.111
H -2.527 -0.221 -1.038 0.118
```

**Maximum force**: 1.076 eV Å⁻¹
**Lowest unoccupied orbital energy**: 0.5708 eV
**Energy relative to the best compared isomer or geometry (same formula, charge and spin)**: 8.0 kcal per mole
**E**: -1564.85840 Ha
**SMILES**: C[C@H]1CCCN(C(=O)CSc2nnc(-c3cccnc3)n2C2CCCCC2)C1
**HOMO**: -8.795 eV

---

# 2
Here is a molecular structure, C4H9NO from OMol25. Energies are from the ωB97M-V functional and the def2-TZVPD basis.

```
15
Properties=species:S:1:pos:R:3:lowdin_charge:R:1
O -0.088 -1.443 1.462 -0.095
N -1.575 0.388 -1.331 0.003
C -0.905 1.514 -0.645 -0.165
C -0.734 0.144 -0.167 -0.377
C 1.745 -0.116 0.298 -0.067
C 0.432 -0.679 -0.147 -0.165
H -2.553 0.374 -1.050 0.077
H -1.519 2.196 -0.056 0.094
H -0.523 -2.298 1.311 0.080
H -0.828 -0.636 1.144 0.117
H 2.201 0.386 -0.563 0.093
H -0.127 1.998 -1.234 0.096
H 1.577 0.626 1.082 0.093
H 2.430 -0.882 0.668 0.081
H 0.469 -1.573 -0.772 0.134
```

**Maximum force**: 0.391 eV Å⁻¹
**Lowest unoccupied orbital energy**: 0.9409 eV
**Energy relative to the best compared isomer or geometry (same formula, charge and spin)**: 123.2 kcal per mole
**E**: -287.63619 Ha
**HOMO**: -7.880 eV